No. 1
Entry from the OMol25 dataset: a structure of composition C40H62BF5GeN4O4P3SW (ωB97M-V/def2-TZVPD).

Summary:
F_max = 0.37 eV/Å
⟨S²⟩ = 3.80
HOMO-LUMO gap (alpha / beta) = 7.240 / 5.143 eV
Net charge = +2
Multiplicity = 4
LUMO (alpha / beta) = -5.33 / -7.45 eV
HOMO (alpha / beta) = -0.4621 / -0.4629 hartree

Element x y z (Å)
W (-0.020, -0.349, 0.102)
C (3.892, -0.496, -0.705)
C (3.605, -1.428, 0.470)
C (4.685, -2.512, 0.526)
P (1.882, -2.118, 0.531)
C (1.825, -2.600, 2.327)
N (1.778, -1.418, 3.160)
Ge (0.195, -0.135, 2.784)
N (-0.012, 1.659, 3.247)
C (-0.304, 2.611, 2.209)
P (0.423, 2.168, 0.579)
C (2.237, 2.558, 0.806)
C (2.588, 4.047, 0.815)
C (2.841, 1.919, 2.054)
C (-0.202, 3.591, -0.466)
C (-0.578, 4.837, 0.345)
C (-1.348, 3.251, -1.407)
C (-0.120, 2.096, 4.564)
C (-0.700, 3.309, 4.939)
C (-0.767, 3.664, 6.279)
C (-0.280, 2.824, 7.270)
C (0.286, 1.612, 6.908)
C (0.375, 1.268, 5.570)
N (0.940, 0.026, 5.113)
C (2.331, -0.076, 4.980)
C (3.272, 0.645, 5.687)
C (4.606, 0.277, 5.579)
C (4.997, -0.820, 4.783)
C (4.085, -1.501, 4.025)
C (2.733, -1.068, 4.022)
C (0.324, -1.171, 5.654)
C (0.771, -1.742, 6.832)
C (0.116, -2.844, 7.359)
C (-0.989, -3.350, 6.693)
C (-1.424, -2.793, 5.498)
C (-0.755, -1.702, 4.944)
N (-1.083, -1.116, 3.726)
C (-2.156, -1.699, 2.975)
P (-2.199, -1.134, 1.228)
C (-2.958, -2.625, 0.451)
C (-1.975, -3.797, 0.516)
C (-4.287, -3.019, 1.103)
C (-3.322, 0.360, 1.132)
C (-4.523, 0.232, 0.190)
C (-3.745, 0.865, 2.512)
C (2.003, -3.692, -0.457)
C (0.851, -3.996, -1.428)
C (2.307, -4.912, 0.417)
H (4.875, -0.044, -0.560)
H (3.157, 0.296, -0.810)
H (3.915, -1.045, -1.647)
H (3.661, -0.841, 1.389)
H (4.751, -3.059, -0.415)
H (4.539, -3.243, 1.320)
H (5.655, -2.038, 0.687)
H (2.663, -3.244, 2.589)
H (0.907, -3.172, 2.504)
H (0.124, 3.583, 2.473)
H (-1.381, 2.771, 2.061)
H (2.692, 2.114, -0.076)
H (2.183, 4.551, 1.694)
H (2.263, 4.577, -0.076)
H (3.674, 4.141, 0.871)
H (2.482, 2.400, 2.965)
H (3.927, 2.032, 2.023)
H (2.622, 0.856, 2.122)
H (0.670, 3.825, -1.074)
H (-1.522, 4.700, 0.875)
H (-0.724, 5.661, -0.355)
H (0.179, 5.154, 1.057)
H (-2.196, 2.800, -0.890)
H (-1.041, 2.584, -2.208)
H (-1.702, 4.171, -1.874)
H (-1.122, 3.973, 4.198)
H (-1.223, 4.607, 6.551)
H (-0.347, 3.105, 8.311)
H (0.648, 0.926, 7.664)
H (2.965, 1.437, 6.356)
H (5.353, 0.805, 6.156)
H (6.037, -1.115, 4.765)
H (4.406, -2.312, 3.392)
H (1.628, -1.317, 7.341)
H (0.455, -3.289, 8.284)
H (-1.526, -4.194, 7.105)
H (-2.296, -3.211, 5.014)
H (-3.130, -1.482, 3.423)
H (-2.070, -2.790, 2.927)
H (-3.130, -2.360, -0.592)
H (-1.993, -4.276, 1.496)
H (-0.950, -3.495, 0.301)
H (-2.257, -4.553, -0.217)
H (-4.132, -3.412, 2.109)
H (-4.744, -3.817, 0.515)
H (-5.002, -2.205, 1.159)
H (-2.646, 1.107, 0.703)
H (-5.375, -0.217, 0.698)
H (-4.311, -0.333, -0.715)
H (-4.826, 1.233, -0.120)
H (-4.448, 0.181, 2.990)
H (-4.259, 1.820, 2.393)
H (-2.897, 1.017, 3.184)
H (2.893, -3.481, -1.058)
H (0.133, -3.190, -1.530)
H (0.311, -4.885, -1.104)
H (1.242, -4.194, -2.423)
H (1.459, -5.157, 1.061)
H (3.195, -4.793, 1.037)
H (2.475, -5.773, -0.231)
O (2.000, 2.364, -2.244)
H (2.812, 2.711, -2.631)
H (1.340, 2.488, -2.933)
F (-2.474, 0.611, -1.930)
B (-1.222, 0.161, -1.786)
F (-1.218, -1.316, -1.439)
F (2.811, -0.685, -4.567)
C (1.595, -0.178, -4.699)
F (1.037, -0.600, -5.807)
F (1.665, 1.143, -4.730)
S (0.590, -0.839, -3.274)
O (0.132, -2.092, -3.751)
O (-0.504, 0.223, -3.108)
O (1.369, -0.820, -2.032)


No. 2
Entry from the OMol25 dataset: a structure of composition C40H62Br3Cs2KN10O12S2 in a non-equilibrium geometry (ωB97M-V/def2-TZVPD).

Summary:
F_max = 13.56 eV/Å
HOMO-LUMO gap = 1.137 eV
LUMO = -1.96 eV
Relative energy (zero: lowest compared OMol25 entry of this formula, charge and spin) = 0.0000 eV
HOMO = -0.1138 hartree

Element x y z (Å)
C (4.153, 0.592, 5.391)
C (3.778, -0.727, 4.575)
Br (2.691, -1.875, 5.810)
C (2.939, -0.391, 3.265)
N (3.606, -1.038, 2.118)
C (3.095, -0.997, 0.895)
N (3.893, -1.624, -0.150)
C (4.371, -0.525, -1.056)
O (4.782, -1.212, -2.283)
N (6.172, -1.164, -2.348)
O (6.564, -2.280, -2.431)
C (3.308, 0.614, -1.294)
C (3.602, 1.981, -0.505)
N (4.488, 1.855, 0.703)
C (3.287, 1.056, -2.841)
C (2.305, 2.282, -3.116)
C (2.015, 2.531, -4.677)
S (2.255, 4.361, -5.077)
C (1.254, 5.430, -4.030)
S (-0.303, 6.021, -4.518)
N (1.703, 5.909, -2.693)
C (1.391, 5.418, -1.431)
C (2.145, 6.225, -0.277)
N (2.862, 7.209, -0.998)
C (2.579, 7.008, -2.381)
C (1.819, 0.037, -0.899)
C (1.344, -1.079, -1.896)
C (0.299, -0.561, -3.011)
C (-1.049, -1.398, -2.914)
N (-1.890, -1.089, -1.719)
C (-2.260, 0.364, -1.692)
C (-3.559, 0.691, -0.852)
C (-4.812, -0.079, -1.076)
C (-6.077, 0.275, -0.265)
C (-5.988, 1.443, 0.757)
C (-4.720, 2.184, 0.949)
C (-3.472, 1.849, 0.158)
O (-2.270, 2.610, 0.375)
N (1.883, -0.335, 0.533)
C (0.644, -0.984, 1.057)
H (3.269, 0.834, 6.046)
H (5.085, 0.495, 6.012)
H (4.281, 1.425, 4.629)
H (4.724, -1.306, 4.374)
H (1.903, -0.793, 3.426)
H (2.870, 0.733, 3.107)
H (4.496, -1.529, 2.247)
H (3.375, -2.338, -0.670)
H (5.341, -0.164, -0.594)
H (2.586, 2.462, -0.211)
H (4.118, 2.767, -1.203)
H (5.462, 1.778, 0.406)
H (4.425, 2.733, 1.270)
H (3.097, 0.205, -3.547)
H (4.340, 1.423, -3.058)
H (1.339, 2.260, -2.538)
H (2.842, 3.230, -2.783)
H (2.734, 1.922, -5.299)
H (0.928, 2.282, -4.833)
H (0.648, 4.518, -1.346)
H (2.082, 6.003, 0.873)
H (3.054, 7.701, -3.115)
H (1.051, 0.899, -0.984)
H (0.880, -1.989, -1.429)
H (2.242, -1.460, -2.482)
H (0.145, 0.551, -3.007)
H (0.740, -0.810, -4.029)
H (-0.805, -2.508, -2.879)
H (-1.604, -1.250, -3.899)
H (-2.763, -1.622, -1.843)
H (-2.353, 0.718, -2.774)
H (-1.364, 0.929, -1.276)
H (-4.802, -0.886, -1.856)
H (-7.061, -0.358, -0.464)
H (-6.869, 1.767, 1.369)
H (-4.663, 3.012, 1.705)
H (-1.976, 3.063, -0.439)
H (0.786, -2.085, 1.299)
H (0.353, -0.491, 2.038)
H (-0.224, -0.809, 0.355)
Br (3.123, -1.680, 8.510)
Cs (1.410, 3.572, 0.572)
C (-6.466, 6.240, -0.114)
C (-5.208, 5.978, 0.698)
O (-5.366, 5.725, 1.885)
O (-4.087, 6.055, 0.026)
H (-7.358, 6.160, 0.506)
H (-6.429, 7.244, -0.542)
H (-6.540, 5.513, -0.926)
Cs (-8.151, -1.382, -0.790)
Br (-3.640, 4.223, -0.415)
K (4.145, 4.806, -6.757)
C (-0.129, -5.215, 6.194)
C (0.109, -5.169, 4.697)
O (0.505, -3.861, 4.299)
H (-0.902, -4.498, 6.479)
H (-0.441, -6.213, 6.509)
H (0.778, -4.941, 6.739)
H (-0.804, -5.422, 4.156)
H (0.892, -5.879, 4.404)
H (1.322, -3.643, 4.774)
C (-10.717, -4.614, -8.743)
C (-9.550, -5.184, -8.246)
C (-8.905, -4.611, -7.158)
C (-9.442, -3.469, -6.573)
C (-10.605, -2.889, -7.068)
C (-11.242, -3.467, -8.158)
N (-8.779, -2.877, -5.411)
O (-7.753, -3.398, -5.014)
O (-9.293, -1.895, -4.900)
H (-11.222, -5.068, -9.589)
H (-9.144, -6.077, -8.706)
H (-7.997, -5.062, -6.780)
H (-11.023, -1.998, -6.618)
H (-12.150, -3.025, -8.550)
C (-5.624, -3.122, 4.128)
O (-4.766, -3.942, 4.497)
O (-5.949, -2.075, 4.775)
O (-6.295, -3.216, 3.047)
C (9.843, -0.676, 6.144)
C (8.422, -1.134, 6.153)
O (7.457, -0.459, 6.386)
N (8.078, -2.489, 5.739)
C (7.501, -3.300, 6.859)
H (9.979, 0.088, 6.907)
H (10.514, -1.509, 6.365)
H (10.084, -0.265, 5.159)
H (8.869, -2.956, 5.293)
H (7.301, -2.339, 5.078)
H (8.213, -3.321, 7.683)
H (7.338, -4.306, 6.475)
H (6.556, -2.855, 7.165)


No. 3
Entry from the OMol25 dataset: a structure of composition C40H62N6NaO (ωB97M-V/def2-TZVPD).

Summary:
F_max = 0.38 eV/Å
HOMO-LUMO gap = 3.872 eV
Net charge = -1
LUMO = 1.75 eV
Relative energy (zero: lowest compared OMol25 entry of this formula, charge and spin) = 0.0000 eV
HOMO = -0.0780 hartree

Element x y z (Å)
Na (1.049, -0.911, -0.514)
N (3.453, -0.566, -0.116)
C (4.678, -1.309, 0.155)
C (4.782, -2.534, -0.755)
C (4.073, -3.795, -0.255)
C (2.625, -3.677, 0.200)
N (1.692, -3.275, -0.863)
H (3.455, -0.141, -1.039)
H (3.303, 0.194, 0.540)
H (4.658, -1.626, 1.203)
H (5.582, -0.698, 0.030)
H (5.838, -2.790, -0.885)
H (4.418, -2.257, -1.744)
H (4.632, -4.183, 0.604)
H (4.140, -4.568, -1.030)
H (2.562, -2.943, 1.001)
H (2.342, -4.646, 0.630)
H (0.772, -3.665, -0.692)
H (1.995, -3.614, -1.768)
C (-0.438, 4.321, 0.949)
C (0.438, 3.568, 1.962)
C (1.850, 3.335, 1.420)
C (-0.165, 2.334, 2.647)
C (-0.822, 2.597, 3.843)
C (-1.139, 1.612, 4.764)
C (-0.672, 0.330, 4.501)
C (-0.048, -0.008, 3.310)
C (0.523, -1.415, 3.222)
C (-0.097, -2.312, 2.146)
C (2.046, -1.361, 3.091)
C (0.093, 0.969, 2.262)
N (0.458, 0.589, 1.014)
C (-0.119, 1.336, -0.016)
C (0.146, 1.357, -1.347)
N (1.074, 0.654, -2.127)
C (1.331, 1.224, -3.345)
C (1.447, 2.641, -3.527)
C (1.528, 3.188, -4.801)
C (1.572, 2.404, -5.941)
C (1.593, 1.027, -5.771)
C (1.496, 0.425, -4.524)
C (1.601, -1.091, -4.515)
C (0.353, -1.822, -4.025)
C (2.827, -1.566, -3.743)
C (1.703, 3.559, -2.342)
C (3.209, 3.810, -2.214)
C (0.936, 4.879, -2.391)
H (-0.051, 5.336, 0.818)
H (-1.466, 4.397, 1.310)
H (-0.448, 3.841, -0.027)
H (0.564, 4.271, 2.793)
H (1.848, 2.664, 0.563)
H (2.486, 2.895, 2.192)
H (2.290, 4.288, 1.113)
H (-1.039, 3.635, 4.086)
H (-1.649, 1.847, 5.689)
H (-0.797, -0.445, 5.252)
H (0.307, -1.884, 4.189)
H (-0.039, -1.812, 1.181)
H (-1.152, -2.501, 2.346)
H (0.412, -3.279, 2.105)
H (2.321, -0.924, 2.132)
H (2.485, -2.361, 3.167)
H (2.471, -0.741, 3.882)
H (-1.013, 1.893, 0.263)
H (-0.554, 1.986, -1.910)
H (1.598, 4.265, -4.903)
H (1.627, 2.848, -6.927)
H (1.682, 0.386, -6.643)
H (1.748, -1.379, -5.562)
H (0.186, -1.592, -2.975)
H (0.473, -2.905, -4.133)
H (-0.527, -1.520, -4.596)
H (2.690, -1.352, -2.687)
H (3.730, -1.058, -4.087)
H (2.974, -2.645, -3.868)
H (1.389, 3.049, -1.436)
H (3.591, 4.348, -3.087)
H (3.747, 2.863, -2.143)
H (3.431, 4.399, -1.320)
H (1.256, 5.514, -3.220)
H (1.097, 5.440, -1.467)
H (-0.136, 4.700, -2.495)
C (-7.602, -1.750, 3.028)
C (-6.269, -1.126, 3.423)
N (-5.218, -1.397, 2.448)
C (-4.430, -2.599, 2.681)
C (-3.399, -2.417, 3.785)
C (-5.237, -0.635, 1.319)
O (-6.116, 0.205, 1.157)
C (-4.194, -0.794, 0.247)
C (-4.632, -0.577, -1.057)
C (-3.717, -0.609, -2.088)
C (-2.385, -0.847, -1.784)
N (-1.941, -1.058, -0.547)
C (-2.833, -1.014, 0.442)
H (-8.352, -1.568, 3.799)
H (-7.502, -2.831, 2.903)
H (-7.951, -1.317, 2.092)
H (-5.935, -1.525, 4.381)
H (-6.373, -0.047, 3.526)
H (-3.951, -2.893, 1.751)
H (-5.121, -3.410, 2.940)
H (-2.664, -1.655, 3.526)
H (-2.871, -3.355, 3.970)
H (-3.869, -2.111, 4.720)
H (-5.678, -0.363, -1.227)
H (-4.013, -0.430, -3.113)
H (-1.634, -0.827, -2.562)
H (-2.417, -1.090, 1.439)


No. 4
Entry from the OMol25 dataset: a cluster of 9 separate species, C40H63F3O10S2 in total in a non-equilibrium geometry (ωB97M-V/def2-TZVPD).

Summary:
F_max = 3.88 eV/Å
HOMO-LUMO gap = 9.232 eV
SMILES string = CCOS(C)(=O)=O.CCOS(C)(=O)=O.Fc1ccccc1.Fc1ccccc1.Fc1ccccc1.C1CCOC1.C1CCOC1.C1CCOC1.C1CCOC1
LUMO = -0.10 eV
Relative energy (zero: lowest compared OMol25 entry of this formula, charge and spin) = 0.8280 eV
HOMO = -0.3429 hartree

Element x y z (Å)
C (-8.886, 9.220, 1.067)
C (-7.494, 8.722, 0.793)
O (-7.006, 8.227, 1.984)
S (-5.445, 8.511, 2.380)
C (-4.492, 7.285, 1.279)
O (-4.963, 9.847, 2.143)
O (-5.338, 7.925, 3.686)
H (-9.272, 9.674, 0.155)
H (-8.999, 9.976, 1.844)
H (-9.616, 8.455, 1.333)
H (-7.442, 7.887, 0.093)
H (-6.969, 9.579, 0.372)
H (-5.052, 6.365, 1.107)
H (-3.544, 7.044, 1.759)
H (-4.356, 7.713, 0.286)
C (-4.054, -0.397, -3.350)
C (-3.043, 0.751, -3.047)
O (-2.692, 1.442, -4.190)
S (-1.634, 2.668, -4.083)
C (-0.141, 1.621, -4.094)
O (-1.726, 3.379, -5.349)
O (-1.777, 3.260, -2.740)
H (-4.911, 0.254, -3.519)
H (-4.383, -1.024, -2.522)
H (-3.794, -0.973, -4.239)
H (-3.463, 1.422, -2.297)
H (-2.162, 0.400, -2.511)
H (-0.077, 0.894, -3.285)
H (0.766, 2.221, -4.031)
H (-0.287, 1.076, -5.027)
F (-0.683, -7.788, -1.089)
C (-1.369, -8.587, -1.938)
C (-2.651, -8.150, -2.292)
C (-3.472, -8.950, -3.034)
C (-3.042, -10.242, -3.429)
C (-1.652, -10.595, -3.230)
C (-0.925, -9.820, -2.326)
H (-2.957, -7.147, -2.029)
H (-4.454, -8.647, -3.367)
H (-3.760, -10.741, -4.063)
H (-1.362, -11.569, -3.595)
H (0.095, -10.125, -2.148)
F (-2.047, -2.148, 1.696)
C (-1.221, -1.120, 1.885)
C (-1.701, 0.174, 2.360)
C (-0.759, 1.131, 2.415)
C (0.515, 0.976, 1.841)
C (0.960, -0.246, 1.463)
C (0.093, -1.324, 1.472)
H (-2.705, 0.280, 2.743)
H (-0.961, 2.156, 2.691)
H (1.286, 1.720, 1.975)
H (1.953, -0.397, 1.066)
H (0.483, -2.267, 1.117)
F (9.342, 4.667, -3.615)
C (9.280, 3.435, -3.033)
C (10.441, 2.723, -2.924)
C (10.375, 1.373, -2.514)
C (9.156, 0.905, -2.081)
C (8.013, 1.681, -2.077)
C (8.055, 2.946, -2.558)
H (11.413, 3.078, -3.233)
H (11.258, 0.756, -2.436)
H (9.166, -0.111, -1.715)
H (7.077, 1.269, -1.729)
H (7.172, 3.565, -2.623)
C (2.581, -4.544, -4.366)
C (2.378, -3.468, -5.450)
C (2.771, -4.157, -6.749)
O (2.953, -5.547, -6.426)
C (2.357, -5.899, -5.173)
H (1.739, -4.427, -3.684)
H (3.502, -4.563, -3.784)
H (3.022, -2.657, -5.109)
H (1.326, -3.192, -5.375)
H (3.712, -3.782, -7.151)
H (1.978, -4.127, -7.497)
H (2.743, -6.827, -4.749)
H (1.291, -5.951, -5.394)
C (-7.572, -4.580, 2.072)
C (-6.954, -4.568, 3.434)
C (-6.195, -5.856, 3.232)
O (-7.035, -6.754, 2.620)
C (-7.911, -5.987, 1.721)
H (-6.968, -4.085, 1.312)
H (-8.477, -3.972, 2.087)
H (-7.601, -4.857, 4.262)
H (-6.373, -3.718, 3.793)
H (-5.807, -6.292, 4.152)
H (-5.290, -5.661, 2.657)
H (-8.956, -6.227, 1.919)
H (-7.673, -6.265, 0.694)
C (1.072, 6.518, 5.146)
C (0.740, 7.896, 5.690)
C (0.923, 8.831, 4.508)
O (0.910, 7.962, 3.422)
C (1.516, 6.737, 3.753)
H (0.203, 5.861, 5.158)
H (1.777, 6.089, 5.858)
H (1.491, 8.232, 6.405)
H (-0.223, 7.992, 6.193)
H (1.852, 9.399, 4.555)
H (0.231, 9.665, 4.389)
H (2.606, 6.721, 3.721)
H (1.202, 5.997, 3.017)
C (7.609, -2.153, 2.775)
C (6.486, -2.197, 3.800)
C (7.158, -2.238, 5.126)
O (8.540, -1.837, 4.908)
C (8.756, -1.501, 3.493)
H (7.401, -1.728, 1.793)
H (7.910, -3.147, 2.443)
H (5.827, -3.036, 3.577)
H (5.973, -1.236, 3.777)
H (7.210, -3.244, 5.541)
H (6.630, -1.549, 5.786)
H (9.681, -1.933, 3.112)
H (8.817, -0.420, 3.366)